[1]
C29H53NO24 | ωB97M-V/def2-TZVPD

Last column: Mulliken charge in e.
Atoms and positions in Å:
H  4.3121  -0.2562  3.3302  0.290
H  0.9155  -2.6092  -5.1748  0.273
H  6.0798  4.3119  1.9313  0.350
H  -1.2270  4.3268  0.0597  0.007
H  -0.0756  -3.8227  -0.6644  0.268
H  -2.2939  -7.3793  -4.1244  0.247
C  1.6101  0.9582  4.8999  -0.514
H  -4.3835  1.8603  4.0409  0.227
H  -4.1817  3.2750  -4.8579  0.217
O  1.0696  -6.0622  -4.2897  -0.598
H  2.3151  -7.4871  -2.8853  0.326
H  1.1339  1.8587  5.2441  0.437
H  -5.2604  -2.5481  6.0596  0.310
N  1.5938  -1.4602  4.9288  -0.607
C  0.8818  4.6466  -3.3963  -0.736
H  -3.1524  -0.9516  -2.6686  0.352
C  2.8940  0.9998  4.3068  -0.060
O  -4.5402  -3.1021  2.2724  -0.360
C  1.0493  -0.2750  5.2307  -0.529
C  3.1617  -6.9085  -2.6792  -0.681
C  -4.2363  -2.6002  5.7399  -0.606
O  -2.3101  3.8038  -4.3325  -0.325
H  2.3430  0.5368  -2.0082  0.230
H  4.6986  3.4835  -1.9392  0.151
O  -3.1989  3.6475  0.4747  -0.366
O  4.2113  3.9959  2.8782  -0.394
H  -3.8705  -3.3992  6.3928  0.243
O  -4.8721  -1.2275  3.5840  -0.603
C  4.8846  1.5286  -0.3024  0.892
H  6.2106  4.1835  -1.5430  0.296
H  -2.4689  4.1796  -1.3256  0.020
O  -3.6494  2.6684  2.2586  -0.409
C  2.8304  0.6615  -1.0499  -0.444
C  2.7373  -1.3861  4.1828  -0.347
H  5.9732  2.6171  -2.5719  0.358
H  3.1575  -0.2719  -0.5660  0.422
H  -4.2064  -2.9181  0.2839  -0.017
C  -2.1884  -6.9556  -3.1175  -0.627
O  -1.6167  -5.1386  -1.3259  -0.425
O  -2.5961  -5.5233  -3.2993  -0.337
C  -2.7659  -0.0891  -2.1360  -0.906
O  -2.5482  -3.4660  -2.4705  -0.586
H  -1.8349  0.1389  -2.6110  0.395
H  -4.1455  -1.4133  1.2082  0.013
H  -0.2216  -2.9728  -3.8635  0.098
H  -3.0563  3.2623  -6.2205  0.304
H  3.9486  -7.3315  -3.2675  0.281
O  1.6082  -3.9484  -3.6959  -0.296
H  -0.6814  1.0325  2.4067  0.329
H  -3.4464  0.7792  -2.3325  0.283
C  -1.1239  -4.0614  -0.4088  -0.613
C  0.5146  -3.3780  -4.4928  -0.563
H  -2.7397  2.4078  4.1810  0.296
O  -0.6739  0.8673  -0.5178  -0.531
O  -1.6010  -0.2782  1.1704  0.054
C  5.6217  3.8480  2.7797  -0.727
O  4.8371  0.8335  0.6857  -0.593
C  -2.3281  4.4815  -0.3157  -0.181
H  3.0309  -2.3702  3.9473  0.482
H  -3.6657  -1.6525  5.7963  0.235
C  -4.7164  -2.3313  1.0594  -0.083
O  -4.1755  -3.1581  4.3942  -0.374
C  -3.4003  1.8938  3.4479  -0.354
O  2.2513  4.1341  2.0480  -0.385
H  -2.5852  5.5556  -0.1755  0.349
H  0.6228  3.4347  1.0421  -0.424
H  1.7387  4.5404  0.0212  0.269
O  -1.5906  3.5419  2.1072  -0.577
H  0.9180  5.4193  -2.6566  0.249
C  -3.1882  2.9549  -5.1612  -0.602
H  1.3098  4.9559  -4.2956  0.407
H  5.7177  2.7843  2.6139  0.240
H  0.0126  -4.2084  -4.9981  0.358
H  2.2494  1.1980  -0.2524  0.035
O  3.9870  4.3416  0.6030  -0.622
C  1.2459  4.2984  0.9984  -0.007
H  0.6684  5.1462  1.2725  0.376
C  -1.0151  3.6234  -4.3254  0.858
H  -1.8180  -3.2529  -0.3262  0.192
C  -0.5133  0.0278  2.0684  -0.921
O  -0.5520  4.5938  -3.5755  -0.316
H  0.5203  -0.1598  1.7342  0.358
C  3.5450  4.2245  1.7167  1.001
O  -2.6559  -0.2487  -0.6845  -0.241
H  -1.2478  -7.1681  -2.7396  0.283
H  6.0974  4.2585  3.6479  0.300
O  -0.4030  2.8199  -4.9402  -0.563
C  -2.2633  -4.6451  -2.4103  0.914
C  -4.5441  -2.3997  3.3839  0.899
C  -2.6977  3.3085  1.6804  0.945
C  1.7913  -5.2372  -3.7505  0.918
H  -3.0993  0.9066  3.1620  0.041
H  3.3957  1.9186  4.2498  0.563
C  5.7323  3.2198  -1.7451  -0.593
O  5.8357  2.4085  -0.5474  -0.302
H  3.4939  -6.8830  -1.6097  0.219
C  -1.4987  0.1369  -0.0678  0.653
H  -1.0082  -4.5729  0.5209  0.358
O  2.8362  -5.5166  -2.9307  -0.337
O  3.9767  1.4263  -1.2700  -0.444
H  -5.7069  -2.1643  0.7277  0.371
C  3.4625  -0.2252  3.9937  -0.337
H  0.1401  -0.3870  5.6894  0.604
H  -2.9731  1.8644  -5.0332  0.253
H  -2.9020  -7.3819  -2.3658  0.307
H  1.3351  3.7541  -2.9932  0.259
H  -0.7929  -0.7009  2.8514  0.189

Cartesian forces, eV/Å:
H 0.5 0.0 0.3
H -0.1 -0.6 0.4
H -0.2 0.6 -0.7
H -2.2 0.3 -1.0
H -0.8 0.4 -0.5
H -0.2 0.1 0.5
C 1.1 -0.3 0.2
H 1.2 -0.2 -1.4
H 0.0 -0.4 0.1
O 1.0 0.7 0.2
H -1.4 -0.9 0.2
H -0.2 0.3 -0.1
H -0.6 0.8 -0.2
N 0.8 1.1 -1.3
C -1.5 0.2 1.2
H -0.2 -0.5 0.8
C -2.0 -1.5 1.5
O -0.4 0.1 -0.5
C 2.1 -0.3 -1.4
C 0.4 1.5 1.6
C 0.4 -0.6 -0.6
O -2.6 -0.8 -0.4
H -0.2 0.0 0.2
H -0.3 0.0 0.3
O 1.0 0.7 0.0
O -0.5 1.3 -1.0
H 0.7 0.3 -0.4
O 0.4 -1.3 -1.4
C -0.7 -1.0 0.4
H 0.6 -0.7 -0.3
H 0.1 -0.1 -0.8
O -1.5 -1.4 1.6
C -0.2 -0.3 2.3
C -1.5 0.1 2.3
H 1.2 -0.3 -1.1
H -0.4 -0.1 -0.5
H -0.2 0.1 0.2
C -3.2 0.5 -0.3
O 0.4 1.0 0.1
O 0.8 -2.1 -0.6
C -0.8 1.5 0.3
O -0.1 -0.4 -0.8
H 0.9 0.2 0.2
H -0.4 0.1 -0.4
H -0.6 0.8 1.2
H 0.1 -0.4 0.6
H 0.7 0.4 -0.7
O -0.5 1.7 -0.6
H 0.4 0.5 0.2
H 0.5 -0.7 0.3
C 0.8 -1.9 -0.6
C 0.9 -1.2 -0.8
H 0.2 -0.4 -1.0
O 1.2 0.2 -0.6
O 0.6 -0.7 0.0
C -0.1 -0.9 -0.6
O 0.4 0.5 0.2
C 1.8 0.4 1.7
H 1.0 -0.7 -0.8
H -0.5 -0.7 0.1
C 2.4 -0.2 -0.1
O 0.5 -1.1 0.9
C -1.5 1.3 1.9
O -0.2 0.4 -0.5
H 0.0 -0.7 -0.1
H -0.2 -0.7 -0.4
H -0.4 -0.7 0.8
O -0.2 -0.1 -0.1
H 0.7 0.5 0.4
C 1.2 0.5 -0.2
H 0.9 0.4 -1.4
H 0.9 -0.4 0.4
H 0.3 0.3 -0.3
H -0.1 -0.5 -1.1
O 0.3 0.4 0.4
C 1.9 0.6 -0.3
H -0.6 0.7 0.4
C -0.7 0.8 -0.3
H -0.1 0.5 -0.2
C -0.8 -1.2 0.9
O 1.2 0.1 0.9
H -0.7 0.1 -0.4
C -0.7 -1.2 0.8
O 0.6 -0.6 -1.1
H 2.1 0.5 0.5
H 0.0 -0.2 0.7
O 1.2 -1.5 -0.8
C 0.3 1.6 2.0
C -1.0 2.3 1.8
C 0.7 0.5 -1.0
C -0.6 -2.0 0.9
H 0.2 -0.5 0.0
H 0.6 1.1 -0.6
C -1.5 0.7 1.3
O 0.2 0.4 -0.3
H -0.5 -0.4 -0.9
C -2.4 0.6 -0.7
H -0.3 -0.4 0.8
O 0.2 -0.3 -0.9
O 1.2 1.4 -1.3
H -1.2 0.1 0.4
C -0.3 0.1 -1.7
H -2.2 0.3 1.3
H -0.2 1.1 0.0
H 0.4 0.2 -1.0
H -0.2 -0.5 -0.1
H 0.8 0.6 0.1

Output
Charge   0
SMILES string   COC(=O)OC.COC(=O)OC.COC(=O)OC.COC(=O)OC.COC(=O)OC.COC(=O)OC.COC(=O)OC.COC(=O)OC.c1ccncc1
E_HOMO   -9.4907 eV

=====

[2]
C29H53NO8 | ωB97M-V/def2-TZVPD

Last column: Mulliken charge in e.
Atoms and positions in Å:
H  2.6072  -3.1771  3.9477  0.470
H  0.8335  -6.0298  0.9331  0.392
H  1.2022  -5.5603  -0.7586  0.419
C  -0.3655  -4.4437  0.0906  0.795
H  3.5288  4.3722  -1.3679  0.382
O  1.9916  -1.7802  -4.0158  -0.625
H  2.8027  0.5729  3.9419  0.103
H  4.4548  6.5625  -4.3462  0.308
H  -2.1713  -1.3578  -6.7313  0.319
H  3.9036  -0.7423  3.9444  0.459
C  2.8549  -0.4973  4.1278  -1.209
O  1.4077  -0.6695  2.2411  -0.447
H  1.7713  -4.5640  0.5592  0.294
C  -3.2014  -2.2645  -1.5148  0.011
C  -0.9891  -1.7714  5.6277  -1.088
C  0.1381  3.7434  4.8222  0.809
H  1.6290  -3.2804  2.5209  -0.469
H  -0.1629  -2.4977  0.9176  -0.093
H  -3.9816  -2.7260  -4.1443  0.317
H  1.5269  -4.2238  -3.8926  0.364
H  -0.4919  -1.7578  -2.1673  -0.757
H  -1.2886  -0.3553  0.6530  0.121
C  3.1429  5.1788  -3.3344  0.775
H  -1.9414  -1.9935  6.1086  0.475
C  0.5456  -1.4422  -2.1808  0.489
C  4.3580  6.0894  -3.3701  -1.106
H  1.8840  4.0221  -2.0998  0.074
C  2.6896  4.7383  -1.9611  -0.813
C  -1.1637  -0.1861  -5.2813  0.919
C  1.4223  -3.7896  -2.8978  -0.913
C  -1.8933  0.4183  4.6835  -0.609
H  -2.0204  0.0915  -1.8516  0.355
H  -5.6082  -1.9273  -3.9984  0.402
H  -0.8614  1.6647  -4.2217  -0.112
H  0.8646  -2.8615  3.9984  -0.149
H  2.2669  5.5797  -1.4046  0.307
C  1.3465  -2.2976  -3.1378  0.452
O  2.5044  4.8713  -4.3132  -0.552
C  -0.7291  3.0282  -0.9210  -1.074
H  -1.8742  -0.0147  3.6763  0.028
H  -2.4175  -1.9987  -2.2187  -0.674
C  -1.6350  0.8307  -1.1602  0.418
H  -0.6097  4.0351  -1.3104  0.489
H  0.5790  -4.1527  -2.3165  0.059
O  -1.0419  3.7324  4.5592  -0.606
C  -0.5675  1.1894  -5.1517  -0.798
O  -1.1291  -4.7805  -0.7923  -0.566
H  -0.1490  -2.2127  6.1611  0.338
H  -1.0147  -2.1786  4.6145  -0.010
H  4.2185  6.9230  -2.6799  0.319
H  1.7145  4.4921  6.1328  0.357
H  0.1519  5.1349  6.4888  0.353
C  -0.5024  1.5754  0.7887  -0.086
C  -1.2484  -0.7876  -6.6785  -1.302
C  -1.2003  0.5825  0.1187  -0.015
H  -1.7025  1.4854  4.6562  0.044
H  0.6467  -0.4115  -2.5114  0.249
H  0.4723  3.4886  6.9213  0.232
O  0.1238  0.3218  5.9373  -0.538
H  -0.1494  1.3830  1.7937  0.139
O  -1.6484  -0.7700  -4.3415  -0.497
H  0.9091  2.0538  3.6985  -0.388
N  -0.3245  2.8100  0.3286  -0.342
C  0.6569  4.2289  6.1409  -1.225
C  1.7785  -2.6961  3.4305  -0.109
C  -4.5664  -1.9378  -3.6818  -0.856
H  -1.8145  2.3258  -2.6681  0.955
H  -3.1304  -3.2969  -1.1797  0.592
H  2.4800  -0.7753  5.1103  0.320
C  -0.8250  -0.2879  5.4931  0.994
C  1.1134  3.1101  3.8528  -0.354
H  -1.7815  -3.0860  0.8841  0.347
H  -2.9069  0.2002  5.0265  0.451
C  -0.7630  -3.4017  1.0956  -0.656
C  1.9748  -1.2433  3.1296  0.958
H  -4.1612  -0.9507  -3.9263  0.067
H  1.0519  3.6453  2.9039  0.353
O  -5.4984  -1.5753  -1.5343  -0.613
H  0.5131  1.0211  -5.2213  0.281
C  -4.5382  -1.9412  -2.1750  0.543
H  -1.2207  0.0320  -7.3948  0.382
H  -0.5970  -3.6740  2.1332  0.499
H  -3.0943  -1.6311  -0.6311  0.011
H  2.3494  -4.0190  -2.3681  0.298
H  -0.4081  -1.4464  -6.8986  0.286
C  0.9442  -5.2019  0.2364  -1.339
C  -1.4044  2.1037  -1.6933  -0.984
H  -0.8475  1.8394  -5.9794  0.530
H  2.1250  3.2058  4.2547  0.408
H  5.2143  5.4759  -3.0949  0.304
H  0.9473  -1.4912  -1.1642  0.560

Cartesian forces, eV/Å:
H 0.0 0.3 0.3
H -0.1 0.0 0.0
H 0.0 -0.3 0.2
C -0.4 -1.1 0.3
H -0.1 -0.2 0.0
O 0.0 0.1 -0.5
H -0.4 0.0 0.2
H 0.2 -0.4 -0.1
H 0.0 0.0 -0.2
H 0.0 -0.5 0.4
C -0.2 0.0 -1.0
O -0.5 0.0 -0.8
H -0.1 0.0 0.2
C -0.5 0.6 0.1
C 0.2 -0.1 -0.1
C -0.2 -1.0 -0.3
H 0.0 0.3 -0.1
H 0.2 -0.2 0.1
H 0.1 0.1 0.0
H -0.3 -0.4 0.2
H -0.1 0.0 0.1
H -0.2 -0.2 -0.4
C -0.5 0.6 0.3
H 0.0 -0.1 0.0
C 0.4 0.0 -0.2
C -0.6 0.1 -0.4
H 0.2 -0.3 0.2
C -0.1 0.1 -0.1
C -0.6 0.1 -0.6
C 0.1 0.4 -0.4
C 0.1 -0.4 -0.1
H -0.4 -0.1 0.4
H 0.0 -0.2 -0.1
H 0.3 -0.2 0.0
H 0.1 0.2 0.3
H 0.1 0.1 -0.1
C 0.3 0.2 1.0
O 0.3 0.0 -0.1
C -0.7 0.7 -0.1
H 0.1 0.2 -0.1
H 0.1 -0.4 0.0
C 0.3 0.5 -0.9
H 0.2 0.0 0.1
H 0.0 -0.2 -0.3
O -0.2 0.4 0.2
C 0.2 -0.3 -0.2
O 0.2 0.4 0.1
H -0.1 0.0 0.1
H -0.2 -0.1 0.0
H 0.1 -0.3 0.4
H 0.1 -0.3 -0.1
H -0.3 -0.1 -0.3
C -0.6 0.5 0.5
C 0.3 0.4 0.3
C 0.6 -0.3 0.4
H -0.1 0.1 -0.1
H -0.3 0.0 0.0
H 0.1 -0.2 -0.2
O 0.0 -0.3 0.1
H 0.1 0.0 0.0
O 0.1 -0.2 0.5
H -0.3 0.0 0.0
N 0.6 -0.3 -0.3
C 0.2 1.0 0.6
C 0.0 -1.2 -0.6
C -0.5 0.4 0.4
H 0.2 0.3 0.0
H 0.0 -0.1 -0.3
H 0.5 0.2 0.3
C -0.3 0.7 -0.3
C 0.7 0.6 0.4
H -0.2 -0.3 0.3
H 0.1 0.1 0.3
C 0.2 0.9 -0.6
C 0.6 0.6 1.3
H 0.3 -0.2 -0.3
H -0.1 -0.2 -0.1
O 0.1 -0.2 0.0
H 0.0 0.3 0.2
C 0.2 0.0 0.3
H -0.2 -0.2 -0.2
H -0.1 -0.3 0.0
H -0.1 0.0 0.0
H 0.0 0.1 0.1
H 0.1 0.0 0.2
C 0.3 0.8 -0.5
C -0.2 -0.7 0.4
H 0.0 -0.1 -0.1
H 0.0 -0.1 -0.2
H 0.3 0.3 0.0
H 0.0 -0.2 0.0

Output
Charge   0
SMILES string   c1ccncc1.CC(C)=O.CC(C)=O.CC(C)=O.CC(C)=O.CC(C)=O.CC(C)=O.CC(C)=O.CC(C)=O
ΔE to the lowest compared entry with this formula, charge and spin   0.4083 eV
E_HOMO   -9.1853 eV